Entry from the OMol25 dataset: a molecular structure, C7H11Br9O2S at a distorted geometry (ωB97M-V with the def2-TZVPD basis set).

- Orbital gap: 0.3555 Ha
- HOMO energy: -10.05 eV
- Electronic energy: -652748.3881 eV
- LUMO energy: -0.38 eV

ORCA input file:
```
! wB97M-V def2-TZVPD RIJCOSX def2/J DEFGRID3
* xyz 0 1
Br 28.684 19.662 -15.640
Br 25.467 15.334 -23.098
Br 27.511 17.618 -17.744
Br 25.571 19.135 -15.734
Br 24.491 15.150 -20.117
Br 29.005 20.720 -22.199
Br 29.015 21.559 -19.149
Br 26.105 17.675 -21.092
Br 30.204 18.765 -20.000
S 23.652 22.285 -19.053
O 23.863 21.364 -17.961
O 22.354 22.782 -19.323
C 27.217 19.244 -16.745
C 24.787 23.657 -18.849
C 24.459 21.568 -20.491
C 28.906 20.103 -20.397
C 25.669 22.456 -20.764
C 26.081 23.136 -19.453
C 24.824 16.318 -21.600
H 25.407 23.194 -21.522
H 23.717 21.581 -21.291
H 23.899 16.801 -21.872
H 26.989 20.010 -17.473
H 27.945 19.633 -20.234
H 26.501 21.869 -21.161
H 24.380 24.381 -19.566
H 26.513 22.442 -18.735
H 26.760 23.950 -19.698
H 24.667 20.520 -20.287
H 24.724 24.025 -17.832
*
```